Molecular formula: C24H32N2O7S
Method: DFT, ωB97M-V with the def2-TZVPD basis set

The calculation puts the HOMO energy at -0.3228 hartree. The calculation puts the maximum force at 1.06 eV Å⁻¹. For the LUMO energy, the calculation gives -0.4 eV. The value obtained for the orbital gap is 8.423 eV. Its SMILES is COc1ccc(/C=C/C(=O)OCC(=O)NCCC2=CCCCC2)cc1S(=O)(=O)N1CCOCC1. The multiplicity is 1.

Last column: natural (NBO) charge in e.
Element x y z (Å)
C  4.6993  3.2339  -1.7654  -0.254
H  4.2243  3.0572  -2.7353  0.181
H  5.7617  3.0094  -1.8363  0.208
H  4.5694  4.2809  -1.4773  0.185
O  4.1940  2.3598  -0.7778  -0.490
C  2.8951  2.4323  -0.4466  0.430
C  1.9473  3.2723  -1.0352  -0.331
C  0.6270  3.2172  -0.6345  -0.120
C  0.1919  2.3454  0.3682  -0.138
C  1.1553  1.5302  0.9737  -0.129
C  2.4647  1.5739  0.5695  -0.401
S  3.6551  0.4677  1.3234  2.328
O  4.7829  1.2060  1.8035  -0.926
O  2.9330  -0.3493  2.2608  -0.950
N  4.1064  -0.4205  -0.0247  -0.680
C  3.3404  -1.6326  -0.2345  -0.256
H  3.3690  -1.8685  -1.3034  0.205
C  3.9254  -2.7913  0.5794  -0.093
H  3.7764  -2.5786  1.6472  0.188
O  5.2985  -2.9645  0.3026  -0.524
C  6.0316  -1.7952  0.5987  -0.088
H  5.9332  -1.5472  1.6664  0.173
C  5.5285  -0.6097  -0.2279  -0.257
H  5.6956  -0.7908  -1.2944  0.201
H  6.0206  0.3118  0.0779  0.243
H  7.0733  -2.0235  0.3676  0.197
H  3.4423  -3.7346  0.3184  0.196
H  2.3135  -1.4360  0.0711  0.225
H  0.9079  0.8429  1.7662  0.246
C  -1.2158  2.2741  0.6909  -0.093
C  -1.7799  1.4782  1.6110  -0.324
C  -3.2275  1.3559  1.7841  0.782
O  -3.7452  0.5891  2.5712  -0.629
O  -3.9262  2.1535  0.9659  -0.501
C  -5.3466  2.0491  0.9828  -0.161
C  -5.8000  0.8710  0.0990  0.648
O  -6.2671  1.0373  -1.0078  -0.625
N  -5.6094  -0.3225  0.6780  -0.618
H  -5.1580  -0.3593  1.5852  0.428
C  -5.7712  -1.5755  -0.0236  -0.228
C  -4.5421  -2.4644  0.1525  -0.423
C  -3.2370  -1.9175  -0.3708  0.016
C  -3.1187  -0.8717  -1.1755  -0.213
C  -1.8125  -0.3543  -1.6999  -0.420
H  -1.7959  0.7358  -1.6141  0.209
H  -1.7538  -0.5914  -2.7681  0.207
C  -0.6128  -0.9528  -0.9720  -0.399
H  0.3029  -0.7513  -1.5330  0.205
H  -0.5127  -0.4861  0.0090  0.194
C  -0.8183  -2.4507  -0.7873  -0.393
H  -0.9882  -2.9171  -1.7599  0.197
H  0.0685  -2.9066  -0.3417  0.202
C  -2.0309  -2.6849  0.1077  -0.427
H  -1.7968  -2.3711  1.1304  0.209
H  -2.2693  -3.7510  0.1437  0.208
H  -3.9861  -0.3362  -1.5309  0.212
H  -4.7405  -3.4218  -0.3396  0.219
H  -4.4155  -2.6736  1.2199  0.204
H  -6.6492  -2.1005  0.3718  0.197
H  -5.9560  -1.3446  -1.0746  0.229
H  -5.7024  1.9169  2.0099  0.207
H  -5.7181  2.9824  0.5586  0.218
H  -1.2062  0.8332  2.2587  0.223
H  -1.8653  2.9041  0.0971  0.225
H  -0.0917  3.8645  -1.1158  0.218
H  2.2319  3.9614  -1.8143  0.228

---

Molecular formula: C24H32N3NaOSb
Method: DFT, ωB97M-V with the def2-TZVPD basis set

The calculation puts the HOMO energy (spin up / spin down) at -0.1292 / -0.0614 hartree. Its net charge is -1. The calculation puts the maximum force at 10.38 eV Å⁻¹. For the LUMO energy (spin up / spin down), the calculation gives 2.3 / 2.4 eV. The value obtained for the orbital gap (spin up / spin down) is 5.863 / 4.020 eV. The multiplicity is 1.

Last column: Löwdin charge in e.
Element x y z (Å)
Na  0.8579  0.8648  -0.0230  0.148
C  1.0121  5.3507  -0.0394  -0.072
C  2.3698  5.6090  -0.0391  -0.095
C  3.2519  4.5464  -0.0346  -0.027
C  2.7551  3.2414  -0.0303  -0.204
N  1.4498  2.9738  -0.0303  0.088
C  0.6019  4.0275  -0.0349  -0.105
C  3.5419  2.0105  -0.0255  -0.212
C  4.9298  2.0450  -0.0247  -0.060
C  5.6494  0.8488  -0.0199  -0.112
C  4.9430  -0.3265  -0.0160  -0.047
C  3.5394  -0.2924  -0.0170  -0.213
N  2.7895  0.8681  -0.0219  0.065
C  2.7618  -1.5055  -0.0131  -0.235
C  3.2572  -2.8219  -0.0083  -0.041
C  2.3730  -3.8750  -0.0079  -0.107
C  1.0037  -3.6068  -0.0111  -0.101
C  0.6052  -2.2795  -0.0128  -0.275
N  1.4412  -1.2422  -0.0150  0.043
H  0.2856  6.1532  -0.0431  0.093
H  2.7386  6.6294  -0.0425  0.097
H  4.3147  4.7492  -0.0345  0.094
H  -0.4456  3.7644  -0.0350  0.077
H  5.4719  2.9819  -0.0278  0.083
H  6.7333  0.8482  -0.0191  0.089
H  5.4872  -1.2624  -0.0122  0.091
H  4.3186  -3.0312  -0.0065  0.090
H  2.7364  -4.8974  -0.0055  0.093
H  0.2739  -4.4053  -0.0111  0.076
H  -0.4527  -2.0008  -0.0155  -0.203
O  -0.6940  1.9688  -0.0300  -0.481
C  -2.4500  -3.4830  -1.3112  -0.145
C  -2.7517  -2.6673  -0.0523  -0.522
C  -2.4959  -3.5222  1.1906  -0.148
Sb  -1.5209  -0.8369  -0.0175  1.654
C  -2.4995  0.0741  1.7582  -0.532
C  -2.5084  1.5935  1.7107  -0.187
C  -1.7472  -0.3716  3.0137  -0.167
C  -2.5656  0.3145  -1.5790  -0.552
C  -4.0803  0.0988  -1.5612  -0.167
C  -1.9818  0.0036  -2.9556  -0.162
H  -3.0604  -4.4000  -1.3294  0.072
H  -1.3902  -3.7630  -1.3476  0.055
H  -2.6972  -2.9091  -2.2111  0.050
H  -3.8150  -2.3894  -0.0534  0.077
H  -1.4358  -3.7924  1.2703  0.056
H  -3.0966  -4.4451  1.1498  0.072
H  -2.8047  -2.9819  2.0924  0.053
H  -3.5467  -0.2706  1.7938  0.077
H  -1.4879  1.9870  1.6447  0.044
H  -2.9904  1.9947  2.6208  0.072
H  -3.0831  1.9526  0.8497  0.062
H  -0.7077  -0.0147  2.9791  0.075
H  -1.7214  -1.4636  3.1103  0.043
H  -2.2303  0.0368  3.9147  0.069
H  -2.3529  1.3694  -1.3746  0.054
H  -4.3311  -0.9437  -1.8048  0.055
H  -4.5678  0.7497  -2.3069  0.066
H  -4.4897  0.3427  -0.5716  0.059
H  -2.1418  -1.0442  -3.2406  0.050
H  -0.9009  0.2023  -2.9545  0.066
H  -2.4484  0.6447  -3.7200  0.069

---

Molecular formula: C24H32N4O
Method: DFT, ωB97M-V with the def2-TZVPD basis set

The calculation puts the HOMO energy at -0.2797 hartree. The calculation puts the maximum force at 0.70 eV Å⁻¹. For the LUMO energy, the calculation gives 0.5 eV. The value obtained for the orbital gap is 8.158 eV. Its SMILES is O=C(NC[C@H](c1cccnc1)N1CCN(c2ccccc2)CC1)C1CCCCC1. The multiplicity is 1.

Last column: natural (NBO) charge in e.
Element x y z (Å)
O  2.1018  1.4924  -1.6740  -0.635
C  2.2553  1.4915  -0.4717  0.710
N  1.2127  1.3932  0.3920  -0.622
H  1.3944  1.3452  1.3819  0.390
C  -0.1192  1.0675  -0.0541  -0.235
H  -0.8417  1.8001  0.3180  0.211
H  -0.0928  1.1263  -1.1424  0.233
C  -0.5429  -0.3304  0.4349  -0.047
N  -1.8682  -0.6551  -0.0684  -0.447
C  -2.5606  -1.6599  0.7164  -0.229
H  -2.7200  -1.2478  1.7174  0.194
C  -3.9059  -1.9706  0.0308  -0.225
N  -4.3572  -0.8668  -0.7764  -0.449
C  -5.0781  0.1792  -0.2257  0.279
C  -5.3413  0.2806  1.1434  -0.313
C  -6.1173  1.3086  1.6441  -0.173
C  -6.6511  2.2694  0.8043  -0.266
C  -6.4094  2.1753  -0.5560  -0.184
C  -5.6453  1.1459  -1.0659  -0.294
H  -5.5050  1.0779  -2.1340  0.210
H  -6.8303  2.9068  -1.2310  0.210
H  -7.2505  3.0744  1.2013  0.211
H  -6.2980  1.3623  2.7086  0.207
H  -4.9326  -0.4375  1.8362  0.204
C  -3.4552  -0.6227  -1.8853  -0.197
C  -2.0007  -0.9448  -1.4816  -0.247
H  -1.3270  -0.3154  -2.0586  0.215
H  -1.7556  -1.9963  -1.7078  0.171
H  -3.7445  -1.2384  -2.7470  0.187
H  -3.5168  0.4273  -2.1683  0.210
H  -3.7847  -2.8264  -0.6424  0.198
H  -4.6676  -2.2357  0.7636  0.219
H  -1.9783  -2.5941  0.8151  0.173
C  0.5011  -1.3903  0.1492  -0.089
C  1.1436  -1.5243  -1.0808  0.037
N  2.0209  -2.4745  -1.3465  -0.413
C  2.3134  -3.3520  -0.4034  0.030
C  1.7446  -3.3189  0.8598  -0.259
C  0.8257  -2.3199  1.1331  -0.173
H  0.3661  -2.2556  2.1114  0.211
H  2.0126  -4.0484  1.6087  0.219
H  3.0375  -4.1089  -0.6750  0.193
H  0.9702  -0.8303  -1.8906  0.210
H  -0.6547  -0.2663  1.5274  0.196
C  3.6124  1.5679  0.2086  -0.313
C  4.6295  2.2674  -0.6914  -0.393
C  6.0166  2.2515  -0.0593  -0.394
C  6.4610  0.8198  0.2226  -0.397
C  5.4549  0.1227  1.1326  -0.394
C  4.0679  0.1303  0.4979  -0.393
H  4.0908  -0.4262  -0.4416  0.216
H  3.3506  -0.3657  1.1586  0.205
H  5.7665  -0.9076  1.3164  0.209
H  5.4176  0.6388  2.0956  0.190
H  6.5335  0.2720  -0.7191  0.197
H  7.4480  0.8194  0.6899  0.206
H  6.7297  2.7380  -0.7272  0.210
H  5.9974  2.8160  0.8767  0.189
H  4.6487  1.7537  -1.6536  0.221
H  4.3081  3.2952  -0.8716  0.212
H  3.5197  2.1140  1.1544  0.200

---

maximum force of number 2 (C24H32N3NaOSb)?
10.38 eV Å⁻¹